Entry 1:
Density functional theory data (the ωB97M-V functional and the def2-TZVPD basis) for a cluster of 2 separate species, C21H46FN2O8P2 in total.

Positions of all 80 atoms, in Å:
P: -0.69135 -0.66797 0.02483
P: -0.42157 -1.07994 -2.16550
F: 0.68492 -4.05237 -1.37929
O: -1.98549 2.54621 3.59444
O: -1.42086 -4.36453 -0.75866
O: -1.67331 0.54667 2.45019
O: 3.55384 -2.76131 2.20667
O: 1.00870 -0.32426 0.10322
O: -0.58133 0.36069 -3.11034
O: 3.82694 -0.65747 2.69522
O: -3.76982 4.47776 2.48895
N: -1.73575 -2.04124 -2.84493
N: 3.66653 -1.83278 2.99079
C: 2.04483 -1.11664 -0.30912
C: -4.35421 3.20981 2.91979
C: -0.40065 -3.63606 -0.56094
C: 3.34811 -1.91434 -2.51523
C: -2.55247 -0.97563 -0.01354
C: 3.60209 -2.16805 4.43690
C: -4.72073 0.42332 0.01115
C: 5.12983 0.70985 -2.38088
C: -2.27801 3.12661 -1.21033
C: -3.38529 2.42791 3.93430
C: 6.11883 1.93371 -1.99840
C: -3.61135 -0.30484 -0.96446
C: -0.65471 -0.33512 1.95645
C: 4.37538 1.05933 -3.75152
C: 2.91532 -0.65059 -1.62922
C: -4.61005 -1.38049 -1.71035
C: -1.93683 2.15946 -0.19101
C: -0.51092 -2.52172 0.53084
C: -0.71339 1.25401 -0.21827
C: -1.34331 1.23200 3.66151
C: 4.15888 0.28938 -1.17796
H: 3.71133 1.20870 -0.63850
H: 5.78572 -0.21637 -2.60526
H: 2.02048 -2.24712 -0.40354
H: 4.43387 -1.86074 -2.90762
H: -1.41961 0.83393 -2.92607
H: -4.58322 2.61407 1.96949
H: -3.26017 0.36710 -1.80720
H: -5.02754 1.39564 -0.49991
H: 6.82282 1.66232 -1.13433
H: -1.37958 -2.96802 -3.14920
H: -3.72826 1.32614 3.98697
H: -0.70374 -1.30875 2.57048
H: 3.96446 0.10574 -4.25037
H: -1.38965 -2.84145 1.21170
H: 0.39295 -2.67165 1.24575
H: 6.76330 2.11402 -2.92567
H: -4.30707 -1.56786 -2.79458
H: -2.66301 -2.08392 -0.36104
H: 3.71589 -1.25263 5.01455
H: -4.26359 0.69877 1.03288
H: 3.52244 1.82286 -3.61682
H: -3.55891 2.86699 4.98987
H: -5.68949 -0.96465 -1.76913
H: -3.03685 -1.06275 1.03970
H: -2.11662 -1.62886 -3.72110
H: 0.02642 1.61836 -1.03337
H: 3.27540 -2.92335 -1.97855
H: 5.13770 1.52815 -4.48106
H: 2.65156 -1.99347 -3.43215
H: 2.87857 -0.98572 0.51002
H: 4.77780 -0.30638 -0.42157
H: -2.16141 2.95245 -2.32500
H: -5.59755 -0.27378 0.25076
H: -4.69774 -2.35360 -1.10672
H: -0.09204 1.61452 0.70477
H: 5.54127 2.90276 -1.79115
H: -3.77531 4.44598 1.50810
H: -2.65552 4.13384 -0.80194
H: 4.41417 -2.86221 4.64957
H: 2.24128 0.02380 -2.26782
H: -1.77020 0.63326 4.53975
H: 2.63135 -2.62509 4.62514
H: -0.23774 1.44872 3.81972
H: -2.66555 2.17953 0.70235
H: -5.38275 3.40908 3.41012
H: 0.37153 0.12027 2.25267

As for the frontier orbital gap: 5.753 eV. The calculation puts the molecular weight at 535.6 g mol⁻¹. The calculation puts the total energy at -2321.38129 hartree. The calculation puts the highest occupied orbital energy at -3.610 eV. The net charge is -1. The LUMO energy comes out at 2.143 eV.

In elementary charge units, the Mulliken charges are: 2.117 0.282 -0.224 -0.393 -0.585 0.106 -0.480 -0.964 -0.740 -0.494 -0.572 -0.437 0.898 0.264 -0.031 -0.119 -1.355 -1.312 -0.837 -1.103 0.638 -0.823 -0.179 -1.326 1.161 -1.435 -1.142 1.031 -1.367 0.400 -0.788 -0.270 -0.308 -0.827 0.210 0.167 0.135 0.357 0.329 -0.158 -0.079 0.294 0.315 0.262 0.239 0.038 0.237 0.474 0.499 0.373 0.261 0.185 0.318 -0.142 0.223 0.318 0.430 0.256 0.275 0.473 0.282 0.387 0.203 -0.621 0.211 0.172 0.444 0.278 0.254 0.293 0.321 0.140 0.291 0.047 0.265 0.297 0.217 -0.198 0.313 0.330

=====

Entry 2:
Density functional theory data (the ωB97M-V functional and the def2-TZVPD basis) for a cluster of 4 separate species, C21H46FN3O9 in total.

Positions of all 80 atoms, in Å:
F: -1.29316 -1.53840 -1.35879
O: 2.55334 1.35912 -4.06473
O: -2.47282 -0.29413 8.35103
O: -1.12296 -1.98928 -3.45933
O: -5.33960 0.41192 1.50191
O: -0.09785 0.98133 -1.39406
O: -2.55075 1.70528 -1.30453
O: -2.10994 3.68330 -0.42808
O: 6.81256 -1.16247 -4.31343
O: -0.80591 2.96382 -2.14662
N: -4.66661 0.05862 6.48476
N: -6.72851 2.92139 1.93320
N: 9.64013 -1.65607 -3.86616
C: -5.57581 0.89988 2.81219
C: 8.64584 -2.70473 -3.61108
C: -4.46077 3.22012 2.76250
C: -2.35773 -1.63502 8.79097
C: -3.55012 -2.01483 5.86997
C: -1.82632 2.88939 -1.20051
C: 4.07224 -0.06879 -2.91370
C: -1.59660 -1.32622 -2.64527
C: 1.36145 2.12734 -4.13851
C: 0.02508 1.34209 -3.89654
C: -0.64967 1.57630 -2.53713
C: -2.23277 -0.09426 6.96849
C: -4.02193 0.61437 1.01958
C: -2.15220 1.21373 -2.59402
C: 7.24863 -2.11260 -3.35634
C: 2.60525 0.46579 -2.96467
C: -5.75593 2.42423 2.91352
C: -3.38685 -0.50624 6.03821
C: 8.69953 -3.71683 -4.75315
C: -2.57613 -0.20452 -3.03125
C: 6.36525 -1.71536 -5.53748
H: -3.27485 0.49662 1.81102
H: 5.82951 -2.65759 -5.38910
H: 6.49610 -2.90403 -3.23600
H: 2.39844 0.94849 -1.99268
H: 5.68940 -0.99714 -6.00389
H: -2.14090 -1.62121 9.85952
H: -3.82623 -0.12563 0.24238
H: -4.05887 -2.47972 6.71355
H: -2.58303 -2.50471 5.73549
H: -4.59758 4.23302 3.14600
H: -6.45274 2.56319 1.02109
H: 1.97485 -0.42897 -3.12485
H: 9.26944 -1.05452 -4.59899
H: 0.53291 1.59390 -0.98786
H: -2.07821 0.98331 6.85501
H: 7.28168 -1.57021 -2.40596
H: 4.13138 -0.85061 -3.69445
H: -2.68115 1.89398 -3.29180
H: 8.71747 -3.24370 -5.73415
H: -6.50863 0.42774 3.13490
H: 8.93926 -3.23508 -2.69991
H: -1.29098 -0.57569 6.67223
H: 0.12023 0.26582 -4.11332
H: 4.79168 0.70247 -3.23125
H: -4.15539 -2.22901 4.98700
H: 4.32179 -0.52795 -1.94684
H: 9.61024 -4.31388 -4.68082
H: -4.59397 1.07326 6.48437
H: -4.77651 -0.17655 7.46907
H: 7.20352 -1.85878 -6.22203
H: -3.16223 -0.09776 5.04754
H: 9.69142 -1.04619 -3.05417
H: -3.58330 -0.42039 -2.63055
H: -3.93583 1.59473 0.55766
H: -3.64569 2.75916 3.32643
H: 1.36346 3.00791 -3.46310
H: 7.84978 -4.40232 -4.71449
H: -6.14592 2.63408 3.91446
H: 1.31146 2.49588 -5.17752
H: -0.69103 1.72102 -4.65347
H: -4.79641 0.54338 3.49850
H: -2.61356 -0.20606 -4.12911
H: -4.14654 3.32324 1.72451
H: -7.62680 2.47782 2.10737
H: -1.55186 -2.16596 8.27621
H: -3.30417 -2.16365 8.66100

As for the frontier orbital gap: 9.282 eV. The SMILES is CCOCC[C@@]1(O)OC(=O)O[C@@H]1CC(=O)F.COC[C@@H](C)N.COC[C@@H](C)N.COC[C@@H](C)N. The calculation puts the molecular weight at 503.6 g mol⁻¹. The calculation puts the total energy at -1768.95165 hartree. The calculation puts the highest occupied orbital energy at -8.963 eV. The net charge is 0. The LUMO energy comes out at 0.319 eV.

In elementary charge units, the Mulliken charges are: -0.237 -0.332 -0.391 -0.463 -0.449 -0.606 -0.146 -0.448 -0.373 -0.464 -0.657 -0.743 -0.737 -0.203 0.322 -1.321 -0.632 -1.521 0.368 -1.215 0.396 -0.699 -0.810 0.958 -0.873 -0.298 -0.261 -0.657 0.401 0.223 0.824 -1.405 -0.744 -0.776 0.164 0.343 0.419 -0.024 0.282 0.264 0.193 0.315 0.360 0.378 0.306 0.147 0.332 0.442 0.354 0.326 0.167 0.436 0.294 0.339 0.411 0.439 0.323 0.308 0.337 0.400 0.347 0.288 0.314 0.270 0.078 0.274 0.522 0.163 0.278 0.304 0.339 0.478 0.309 0.560 -0.031 0.354 0.282 0.278 0.294 0.213

=====

Entry 3:
Density functional theory data (the ωB97M-V functional and the def2-TZVPD basis) for a structure of composition C21H46IrNOP3S.

Positions of all 74 atoms, in Å:
Ir: 0.00000 0.00000 0.00000
S: 0.89260 -1.70330 -1.53180
P: -0.68450 1.72200 1.31110
P: -2.14240 -0.66610 -0.59750
P: 2.20190 0.78020 -0.26300
O: 0.58450 -1.34460 1.37080
N: 1.28600 -2.78630 2.92370
C: 2.22200 2.49880 -0.91030
C: 0.63680 -1.37590 -3.24380
C: 0.19340 -1.02790 -6.01880
C: -2.32670 -2.15890 -1.65510
C: 0.34590 -2.30880 -5.47750
C: 3.35670 -0.04780 -1.44150
C: 0.26680 0.07410 -5.16660
C: 0.44930 2.44920 2.58350
C: 0.48450 -0.09370 -3.79920
C: -2.17550 1.59790 2.40580
C: 1.36440 -4.25650 -8.69520
C: -3.05890 0.55620 -1.63080
C: -1.16060 3.24660 0.38530
C: 0.56370 -2.48370 -4.11490
C: -3.44820 -1.09200 0.64810
C: 1.22530 -3.35980 4.26270
C: 2.31590 -3.26170 2.00510
C: 3.41370 0.98770 1.12700
C: 1.02740 -3.05150 -9.14830
C: 0.42880 -1.78510 2.51210
C: -0.61240 -1.24680 3.43350
H: -3.08950 1.55210 1.80960
H: -3.56590 -2.17890 0.68370
H: 1.31120 2.91470 2.10730
H: -2.23240 2.46860 3.06850
H: 4.32570 0.46290 -1.42650
H: 0.23930 -3.84540 4.42670
H: 0.55460 0.76360 -3.13530
H: 2.00550 -4.13300 4.42440
H: 1.39420 -2.56650 5.02290
H: 1.49080 2.58390 -1.71660
H: 2.95580 -4.04850 2.45680
H: 0.67770 -3.48340 -3.70380
H: -3.89200 0.08530 -2.16450
H: -1.69940 -2.96530 -1.26960
H: 0.29300 -3.18140 -6.12440
H: 0.15500 1.07950 -5.56690
H: -3.37750 -2.47030 -1.66580
H: -4.40690 -0.65030 0.35450
H: -1.99760 -1.93670 -2.67180
H: 1.76040 -2.25630 -9.25860
H: -3.44240 1.37110 -1.01190
H: -1.99420 2.99940 -0.27760
H: -1.59890 -1.39960 2.96990
H: -2.35620 0.98020 -2.35220
H: -0.32710 3.56960 -0.24260
H: -0.07440 3.20090 3.18480
H: 3.50480 -1.08830 -1.14310
H: -0.35760 -0.19860 3.64960
H: 2.97870 -2.41840 1.71350
H: 1.84360 -3.68630 1.09400
H: 2.93510 -0.00420 -2.44760
H: 4.18670 1.70620 0.83290
H: 0.63150 -5.05160 -8.58490
H: 2.92440 1.35540 2.03230
H: -0.66510 -1.74110 4.41950
H: 0.02210 -0.89490 -7.08310
H: -2.11240 0.69440 3.01760
H: 2.38690 -4.49720 -8.41590
H: 0.00490 -2.81070 -9.42770
H: 3.89770 0.03250 1.35000
H: -1.45230 4.06180 1.05730
H: 3.21820 2.76540 -1.28110
H: 0.81240 1.65940 3.24590
H: -3.18620 -0.73870 1.64600
H: 1.92900 3.18240 -0.10920
H: -0.23780 1.07220 -1.22050

As for the frontier orbital gap (spin up / spin down): 3.828 / 2.410 eV. The calculation puts the molecular weight at 645.8 g mol⁻¹. The calculation puts the total energy at -2483.22856 hartree. The spin multiplicity is 5. The calculation puts the highest occupied orbital energy (spin up / spin down) at -13.042 / -16.120 eV. The net charge is +3. The LUMO energy (spin up / spin down) comes out at -9.214 / -13.710 eV.

In elementary charge units, the Mulliken charges are: 2.765 -0.115 0.592 1.190 0.683 -1.320 0.080 -1.432 0.675 -0.100 -1.649 -0.416 -1.592 -1.062 -1.361 -0.375 -1.199 -0.115 -1.589 -1.283 -0.776 -1.462 -0.885 -0.531 -1.384 -0.174 0.154 -0.623 0.405 0.517 0.416 0.551 0.540 0.335 0.440 0.310 0.338 0.272 0.356 0.490 0.484 0.425 0.312 0.443 0.535 0.431 0.390 0.321 0.372 0.266 0.020 0.309 0.300 0.587 0.414 0.010 0.070 0.178 0.372 0.483 0.323 0.281 0.668 0.409 0.203 0.312 0.320 0.412 0.473 0.562 0.338 0.221 0.370 -0.285

=====

Entry 4:
Density functional theory data (the ωB97M-V functional and the def2-TZVPD basis) for a structure of composition C21H46NO2P2Re.

Positions of all 73 atoms, in Å:
Re: 0.12919 0.02277 0.00297
P: 0.17424 -2.26772 -0.26166
P: 0.17307 2.28120 0.02118
O: 0.95720 -0.08963 2.12552
O: -2.81347 -0.06692 1.03650
N: 1.89383 0.06871 -1.10510
C: 2.69338 -1.17764 -0.94258
C: -1.00692 -2.99829 -1.45150
C: -1.00334 3.16111 -1.06504
C: -2.38925 -3.22434 -0.82936
C: 0.26773 -0.12798 3.46631
C: -0.87158 -3.28352 2.12679
C: 2.69092 1.29044 -0.78032
C: 0.70090 4.66267 1.46823
C: 1.81323 2.55039 -0.80555
C: -1.74170 -0.02528 0.60234
C: -0.51404 -4.25862 -2.17225
C: -0.51838 4.50057 -1.63388
C: 0.33669 3.18736 1.60181
C: 2.38521 -0.10096 2.59148
C: 1.81373 -2.42639 -1.11999
C: 2.52556 -1.10157 3.73437
C: -2.39667 3.30314 -0.44312
C: 1.12134 -1.05791 4.33934
C: 0.71124 -4.79717 0.89240
C: 0.35688 -3.35080 1.22283
C: -0.90570 3.02702 2.47469
H: -0.17014 5.26056 1.17699
H: -0.62276 3.19337 3.52644
H: -0.45538 5.27453 -0.86047
H: 3.37855 -1.16039 -1.80501
H: 2.88188 -2.10315 3.45906
H: 1.17945 2.65403 2.07661
H: 1.03552 5.02915 2.44774
H: 3.35500 1.23956 0.12538
H: -1.09114 -2.18398 -2.19348
H: 1.52364 -4.90097 0.16064
H: 1.51784 4.85897 0.76225
H: -1.08084 2.44405 -1.90236
H: -2.77753 2.35498 -0.03637
H: -1.69658 -3.86942 1.70516
H: -1.24259 -4.50781 -2.95997
H: 1.58324 2.74785 -1.86044
H: -1.37900 2.04472 2.40779
H: 2.61550 0.88486 3.01217
H: -0.16899 -5.34118 0.53229
H: 3.38139 1.39006 -1.63000
H: 0.69198 -2.05542 4.27426
H: -3.08978 3.63613 -1.23265
H: -1.66385 3.77572 2.19404
H: 1.11225 -0.73676 5.38854
H: 2.32920 -3.36284 -0.82129
H: 2.32424 3.44819 -0.39927
H: 1.21286 -2.87718 1.73925
H: -1.24144 -2.26430 2.28871
H: -1.25598 4.82803 -2.38490
H: 3.37153 -1.25942 -0.05056
H: 0.45808 -4.12022 -2.65837
H: 3.06909 -0.27707 1.74240
H: -3.10476 -3.45439 -1.63447
H: 1.57190 -2.49001 -2.18940
H: 0.24695 0.88853 3.90233
H: 1.05263 -5.29572 1.80912
H: -0.76807 -0.47721 3.38247
H: -2.41169 4.05777 0.35248
H: 0.21581 0.04156 -2.31483
H: -0.61780 -3.70848 3.11189
H: -2.76064 -2.34179 -0.28992
H: -0.49949 0.06594 -1.87294
H: 0.45249 4.42551 -2.13776
H: -0.44890 -5.11332 -1.49236
H: -2.38126 -4.07814 -0.14225
H: 3.27390 -0.66883 4.42176

As for the frontier orbital gap (spin up / spin down): 7.809 / 5.859 eV. The calculation puts the energy relative to the best compared isomer or geometry (same formula, charge and spin) at 0.0 kJ/mol. The calculation puts the molecular weight at 592.8 g mol⁻¹. The calculation puts the total energy at -1792.80975 hartree. The spin multiplicity is 4. The calculation puts the highest occupied orbital energy (spin up / spin down) at -19.119 / -19.073 eV. The net charge is +3. The LUMO energy (spin up / spin down) comes out at -11.309 / -13.214 eV.

In elementary charge units, the Mulliken charges are: 1.521 0.748 0.787 -0.491 -0.345 -0.217 -1.105 0.422 0.338 -1.462 -0.735 -1.575 -1.124 -1.442 -0.902 0.310 -1.325 -1.282 0.936 -0.702 -0.937 -0.745 -1.404 -0.446 -1.440 1.092 -1.690 0.361 0.444 0.253 0.639 0.279 -0.031 0.417 0.245 0.407 0.344 0.334 0.416 0.244 0.375 0.465 0.494 0.312 0.523 0.343 0.638 0.018 0.503 0.423 0.462 0.304 0.318 -0.248 0.245 0.462 0.282 0.330 0.323 0.499 0.507 0.383 0.426 0.581 0.307 0.527 0.441 0.249 0.046 0.332 0.261 0.328 0.405